CH3N5O2 | ωB97M-V/def2-TZVPD

## Properties
structure (SMILES)	N/N=c1\onnn1O
DFT total energy	-12625.55019	eV
ΔE to the lowest compared entry with this formula, charge and spin	1.468	eV

Positions of all 11 atoms, in Å:
1 O -1.8955 -0.3355 1.3759
2 O 0.1713 0.9750 -1.0095
3 N -1.5448 1.6023 0.1719
4 N -0.8724 1.9130 -0.7968
5 N 0.6606 -1.1057 -0.0347
6 N -1.0528 0.4627 0.6904
7 N 1.7071 -1.1718 -0.9613
8 C -0.0494 -0.0577 -0.1314
9 H -1.7347 -0.0314 2.3403
10 H 2.2807 -1.9701 -0.6674
11 H 2.3299 -0.2807 -0.9776